# C49H44N9O2S3SiW

A structure of composition C49H44N9O2S3SiW in a non-equilibrium geometry (ωB97M-V/def2-TZVPD, the Open Molecules 2025 dataset).

ORCA input file:
```
! wB97M-V def2-TZVPD RIJCOSX def2/J DEFGRID3
* xyz 1 3
W -1.870 2.137 0.441
C 2.489 4.487 -1.900
S 1.840 5.352 -0.458
C 0.529 4.305 0.045
S 0.432 2.630 -0.446
N -0.273 4.814 0.900
N -1.250 3.962 1.348
C -1.893 4.407 2.414
C -2.905 3.605 2.912
C -3.612 3.914 4.101
C -4.552 3.059 4.576
C -4.816 1.879 3.841
C -4.119 1.633 2.697
N -3.153 2.451 2.199
H 3.343 5.077 -2.228
H 1.745 4.447 -2.692
H 2.824 3.488 -1.637
H -1.604 5.352 2.850
H -3.367 4.835 4.612
H -5.090 3.272 5.490
H -5.577 1.180 4.157
H -4.350 0.746 2.135
C -2.609 -1.639 2.734
C -1.955 -0.401 2.219
N -2.168 0.100 0.984
N -3.383 -0.138 0.320
C -3.769 1.048 -0.128
N -4.888 1.261 -0.762
S -2.805 3.732 -0.876
C -1.034 0.370 2.960
C -0.690 0.090 4.294
C 0.138 0.955 4.966
C 0.670 2.049 4.281
C 0.310 2.251 2.966
N -0.558 1.472 2.310
H -3.209 -2.137 1.974
H -3.260 -1.416 3.585
H -1.859 -2.359 3.072
H -3.844 -1.040 0.301
H -5.521 0.527 -1.045
H -4.984 2.171 -1.197
H -1.101 -0.783 4.780
H 0.388 0.780 6.004
H 1.362 2.731 4.753
H 0.747 3.064 2.403
O -3.077 1.697 -3.072
C -2.172 0.959 -2.795
N -1.614 0.054 -3.637
C -0.814 -0.927 -2.957
C -0.603 -0.109 -1.659
O 0.213 -0.438 -0.724
N -1.486 0.831 -1.521
C 0.397 -1.383 -3.772
C 1.432 -2.114 -3.198
C 2.476 -2.604 -3.965
C 2.504 -2.375 -5.331
C 1.481 -1.645 -5.917
C 0.437 -1.155 -5.145
C -1.693 -2.154 -2.556
C -3.042 -2.185 -2.907
C -3.834 -3.281 -2.587
C -3.296 -4.355 -1.897
C -1.961 -4.320 -1.522
C -1.168 -3.230 -1.849
H -2.039 -0.100 -4.534
H 1.451 -2.306 -2.134
H 3.271 -3.160 -3.485
H 3.315 -2.761 -5.934
H 1.491 -1.449 -6.981
H -0.329 -0.580 -5.645
H -3.496 -1.360 -3.438
H -4.874 -3.291 -2.887
H -3.908 -5.215 -1.660
H -1.523 -5.145 -0.975
H -0.136 -3.239 -1.538
C 1.604 -5.117 1.207
C 2.800 -4.610 0.717
C 2.861 -3.307 0.247
C 1.728 -2.488 0.243
C 0.530 -3.020 0.728
C 0.468 -4.320 1.210
Si 1.828 -0.670 -0.163
C 2.990 -0.099 -1.505
C 2.618 0.712 -2.576
C 3.561 1.185 -3.478
C 4.900 0.859 -3.318
C 5.293 0.061 -2.253
C 4.347 -0.406 -1.353
C 2.448 0.149 1.400
C 3.163 1.353 1.339
C 3.913 1.795 2.417
C 3.969 1.038 3.581
C 3.243 -0.138 3.675
C 2.487 -0.576 2.594
H 1.559 -6.129 1.586
H 3.687 -5.231 0.707
H 3.806 -2.930 -0.125
H -0.368 -2.411 0.727
H -0.471 -4.713 1.583
H 1.579 0.985 -2.724
H 3.248 1.805 -4.308
H 5.637 1.233 -4.017
H 6.337 -0.189 -2.115
H 4.681 -1.003 -0.512
H 3.144 1.946 0.434
H 4.464 2.724 2.343
H 4.584 1.363 4.411
H 3.268 -0.723 4.586
H 1.944 -1.510 2.679
*
```

Summary:
⟨S²⟩: 2.16
Kohn-Sham gap (spin up / spin down): 5.12 / 6.46 eV